Here is a 2-piece molecular cluster, C8H16Si overall at a distorted geometry from the Open Molecules 2025 dataset. Energies are from ωB97M-V/def2-TZVPD.

Results
energy	-16425.198	eV
HOMO level (alpha / beta)	-9.345 / -6.026	eV
HOMO-LUMO gap (alpha / beta)	9.3 / 4.9	eV
ΔE to the lowest compared entry with this formula, charge and spin	193.1	kcal per mole
total charge	0

```
25
Properties=species:S:1:pos:R:3:forces:R:3:lowdin_charge:R:1
Si 0.947572 0.479019 -0.109843 -0.4559 0.7489 0.9182 0.8126
C -0.105643 -0.952402 -0.858442 0.2626 2.4644 -2.2240 -0.5608
C -1.087687 -1.652514 0.005203 -0.8105 -0.8189 1.4310 -0.1502
C 3.778927 1.019920 -0.883051 2.5452 0.9395 -1.5977 -0.0205
C -1.524602 1.606701 0.479819 -1.6309 1.4054 1.0774 -0.1774
C 0.680127 -2.007780 -1.581740 -0.0815 1.8511 -3.5177 -0.1549
C -0.152741 1.436738 1.186424 1.2768 -0.2782 -2.1162 -0.5039
C 2.615342 1.040791 -0.546628 -1.2842 -1.2202 0.3455 -0.2993
C -0.308235 0.591331 2.454037 0.3488 -1.1547 -0.4947 -0.1499
H -1.799995 1.093326 -0.455030 1.1385 0.8398 -0.3577 0.0249
H -1.660818 2.766127 0.503984 -0.5578 -2.2563 -0.7046 0.1072
H -1.622079 -1.104187 0.768795 0.1669 0.5666 0.0413 0.0306
H 0.643874 0.281935 2.977426 -0.9389 0.7664 -0.4880 0.0836
H 0.267943 2.480781 1.252750 -0.1970 -1.2559 0.6053 0.0997
H -1.946208 -2.013203 -0.576163 0.5621 -0.6697 -0.1709 0.0945
H -2.361654 1.100656 1.028278 0.6279 0.9143 0.6124 0.0753
H -0.566078 -0.224575 -1.676159 0.1878 -1.9362 1.5409 0.0211
H -0.741400 -0.399193 2.048246 0.3942 1.7146 1.4455 0.0584
H 1.249186 -1.532395 -2.456420 0.3426 -0.5470 1.7555 0.1051
H 4.764331 1.222071 -1.417671 -1.9446 -0.5023 1.2623 0.0576
H -0.532200 -2.453238 0.588183 -0.9059 0.5095 -0.8456 0.1140
H -0.988006 1.161936 3.101456 0.0696 -0.7234 0.2681 0.0757
H -0.805576 1.273024 -2.726352 0.1608 0.1885 0.0087 0.1306
H 0.067630 -2.629437 -2.228883 -0.7222 -0.5097 0.5524 0.0733
H 1.187990 -2.585432 -0.878218 1.4453 -1.0365 0.6529 0.0525
```
Forces are in eV/Å.

Here is one molecule with the formula C4H10N2O at a distorted geometry from the Open Molecules 2025 dataset. Energies are from ωB97M-V/def2-TZVPD.

Results
energy	-9336.682	eV
HOMO level	-9.298	eV
HOMO-LUMO gap	10.1	eV
ΔE to the lowest compared entry with this formula, charge and spin	53.2	kcal per mole
total charge	0
structure (SMILES)	C[C@@H](CN)NC=O

```
17
Properties=species:S:1:pos:R:3:forces:R:3:lowdin_charge:R:1
O 1.359428 2.171483 0.285660 -2.8141 -1.5916 2.9646 -0.0367
N 0.579925 -1.860378 -0.939130 2.3558 -2.2079 -0.7327 -0.0378
N -0.179412 0.731384 1.453880 0.2051 0.2588 -1.4522 0.0577
C 0.720694 1.758186 1.309222 1.9809 0.3435 -1.8454 -0.3169
C -0.451760 -0.219502 0.304458 -0.1924 2.5050 0.3442 -0.3731
C 0.852370 -0.486986 -0.392357 -2.0313 -1.8254 -1.3565 -0.2336
C -1.502716 0.231658 -0.672169 -2.7025 -0.8358 -1.0566 -0.0753
H 0.272351 -2.046406 -1.940135 0.1361 1.5807 1.6192 0.0951
H -1.908301 -0.656331 -1.276978 0.7774 0.8303 1.0082 0.0988
H -2.430061 0.620453 -0.197030 0.6751 -0.1243 -0.0021 0.0824
H 0.983026 2.149240 2.292489 -0.0785 0.4856 0.2301 0.1164
H -1.251291 0.920912 -1.465301 0.6922 0.5358 0.2098 0.0711
H 1.080436 0.044958 -1.303973 0.2302 1.4108 0.7201 0.1127
H -0.367933 0.424980 2.410079 0.0371 0.2969 -0.6814 0.1358
H 1.546351 -0.435379 0.439357 0.9961 -0.6728 -0.7578 0.1182
H -0.847983 -1.130069 0.710994 0.3602 -0.4575 0.5867 0.1247
H 1.544874 -2.218209 -1.019061 -0.6273 -0.5320 0.2018 0.0605
```
Forces are in eV/Å.

Here is C24H24N4O4Pd as an isolated structure from the Open Molecules 2025 dataset. Energies are from ωB97M-V/def2-TZVPD.

Results
energy	-42906.568	eV
HOMO level	-7.359	eV
HOMO-LUMO gap	7.0	eV
total charge	0

```
57
Properties=species:S:1:pos:R:3:forces:R:3:lowdin_charge:R:1
Pd -0.104460 -0.747078 -1.178644 0.1482 -0.3847 -0.0067 1.0792
O -1.268597 -2.640357 1.582863 -0.0320 -0.0298 -0.0246 0.1369
O 2.646113 0.114227 0.100013 -0.5369 0.4205 0.4024 0.0645
O 0.447707 -1.754381 -2.796263 0.2054 -0.1714 0.1145 -0.1902
O -0.750457 0.349392 0.337491 -0.0682 0.1539 -0.1048 -0.1740
N -1.787485 1.478895 -1.390098 0.0501 -0.0245 0.0190 0.0856
N 0.961131 -2.370439 1.200014 -0.1782 -0.0114 -0.0284 0.1758
N -1.156464 0.516751 -2.176759 -0.1870 0.2227 0.0518 -0.1206
N 1.068556 -2.042515 0.024019 0.2185 0.2081 -0.0744 -0.0237
C 4.934473 0.026355 -0.530624 0.0274 0.0312 -0.0584 -0.0129
C -3.698688 3.961969 1.411031 -0.0110 -0.0033 -0.0155 -0.0854
C -3.150186 3.093756 0.482029 -0.0251 0.0221 -0.0155 -0.0312
C 2.245584 -2.630927 -0.605590 -0.3480 0.0163 0.0015 -0.2793
C 0.083555 -1.435368 -3.988789 -0.0583 0.0852 -0.0245 -0.4508
C -1.332896 0.556131 -3.466726 0.0043 0.0041 0.0598 -0.3147
C 1.968288 -4.024790 -1.044017 0.0916 -0.0261 0.0019 -0.0167
C -3.213428 3.991173 2.712389 0.0110 -0.0063 0.0101 -0.0934
C 3.551647 -0.540788 -0.346829 0.5787 -0.2341 -0.2132 -0.4506
C -2.109261 2.244003 0.847449 0.0326 -0.0400 -0.0152 -0.1384
C 0.027269 0.780890 5.040153 -0.0332 -0.0258 0.0445 -0.0853
C -2.199491 1.639216 -4.038413 -0.0016 -0.0030 -0.0101 -0.0315
C -2.175079 3.147582 3.078034 0.0081 0.0086 -0.0032 -0.0780
C -1.134997 0.036434 4.875037 0.0122 -0.0138 0.0185 -0.0737
C -1.225751 -0.880180 3.842442 0.0417 0.0332 0.0172 -0.0079
C -0.288918 -2.019116 1.876376 0.1062 0.0945 -0.0504 -0.3992
C -1.513395 1.301990 -0.137084 -0.0570 -0.0124 0.0529 -0.4302
C -0.146588 -1.050804 2.980571 -0.0169 -0.0221 -0.0069 -0.1727
C 0.669284 -2.314524 -5.064749 -0.0419 0.0105 -0.0126 -0.0212
C 3.373449 -1.948553 -0.757806 0.0115 -0.1411 -0.1127 0.0185
C 1.098381 0.615051 4.173798 0.0205 0.0059 -0.0455 -0.0671
C -1.624652 2.276515 2.149096 -0.0059 0.0083 0.0033 -0.0169
C -0.735864 -0.386229 -4.344660 0.0497 -0.1025 0.0047 -0.0340
C 1.016371 -0.303857 3.138607 -0.0602 0.0170 0.0289 -0.0227
H -3.203261 1.577070 -3.618880 0.0017 -0.0063 0.0031 0.0838
H -1.788310 3.166200 4.089462 -0.0022 0.0005 0.0000 0.0952
H -3.520437 3.060396 -0.533175 0.0006 0.0018 0.0011 0.1060
H -2.123986 -1.460977 3.683214 -0.0007 -0.0082 -0.0096 0.1249
H -2.247678 1.553332 -5.121016 0.0008 0.0038 0.0005 0.0723
H -0.810555 1.620808 2.419971 0.0211 -0.0257 0.0136 0.0888
H 1.698254 -4.625152 -0.172257 0.0021 -0.0317 -0.0455 0.0906
H 5.663023 -0.586133 0.004417 0.0016 0.0063 0.0088 0.0887
H 2.835683 -4.456703 -1.537738 0.0044 0.0010 0.0172 0.0889
H -0.947751 -0.266824 -5.396960 -0.0040 0.0083 0.0018 0.0989
H -0.011647 -2.417199 -5.907835 0.0195 0.0175 -0.0128 0.0794
H -1.970621 0.176912 5.547773 -0.0002 0.0085 -0.0032 0.1087
H 1.833392 -0.411256 2.438562 0.0240 0.0002 -0.0065 0.0986
H 1.599846 -1.875538 -5.430002 0.0153 -0.0146 0.0198 0.0873
H -3.645215 4.670375 3.436581 0.0044 -0.0015 0.0051 0.0984
H -4.510718 4.616801 1.121519 0.0013 -0.0009 -0.0025 0.0997
H 5.207179 0.000165 -1.587933 0.0013 -0.0029 -0.0033 0.0902
H 4.964829 1.050653 -0.169948 0.0064 -0.0068 0.0067 0.0848
H 1.124018 -4.018994 -1.733820 -0.0373 0.0016 -0.0108 0.0813
H 1.992012 1.212501 4.295697 0.0069 -0.0096 -0.0023 0.1083
H 4.205084 -2.445327 -1.242047 -0.0105 -0.0254 0.0097 0.1207
H -1.806976 2.616833 -3.760316 -0.0004 0.0009 -0.0019 0.0843
H 0.095494 1.499842 5.846919 -0.0010 0.0008 -0.0001 0.1064
H 0.893175 -3.298182 -4.656521 -0.0111 -0.0075 0.0027 0.0758
```
Forces are in eV/Å.

Here is C2BrClFN as an isolated structure at a distorted geometry from the Open Molecules 2025 dataset. Energies are from ωB97M-V/def2-TZVPD.

Results
energy	-88842.854	eV
HOMO level (alpha / beta)	-9.579 / -11.047	eV
HOMO-LUMO gap (alpha / beta)	6.3 / 9.2	eV
ΔE to the lowest compared entry with this formula, charge and spin	52.5	kcal per mole
total charge	0

```
6
Properties=species:S:1:pos:R:3:forces:R:3:lowdin_charge:R:1
Br 1.879368 -3.298789 1.854100 0.0945 -0.0779 -0.0402 -0.0035
Cl 0.348977 -0.918829 1.685379 0.1917 0.3193 0.2743 0.6857
F -1.181236 -1.307356 -0.187149 -0.7814 0.0843 -1.3478 0.0776
N 0.431362 1.763484 -0.763547 0.5739 1.2840 -0.6338 0.1970
C -0.304648 -0.442658 0.214770 0.9814 -0.3616 1.7060 -0.7215
C 0.146222 0.720940 -0.384764 -1.0602 -1.2480 0.0415 -0.2354
```
Forces are in eV/Å.